(1)
67
Properties=species:S:1:pos:R:3 method="wB97M-V/def2-TZVPD" relative_energy_kj_mol=270.7 smiles="O=C(O)C[Si@H](Br)CCC(F)(F)C(F)(F)C(F)(F)C(F)(F)C(F)(F)C(F)(F)C(F)(F)C(F)(F)F.CCOP(=O)(OCC)OCC" e_tot_ev=-164732.3115 gap_ev=9.73 spin_multiplicity=1
O 1.96 1.87 0.89
C 2.10 3.03 0.67
O 2.53 3.88 1.64
C 1.82 3.57 -0.74
Si 0.56 2.42 -1.57
Br 1.60 0.82 -2.82
C -0.61 3.34 -2.77
C -1.69 4.08 -1.90
C -3.12 4.11 -2.56
F -3.64 5.33 -2.26
F -2.94 3.99 -3.89
C -3.93 2.94 -1.92
F -4.13 3.28 -0.63
F -3.18 1.83 -2.02
C -5.35 2.72 -2.55
F -5.99 3.90 -2.38
F -5.27 2.52 -3.87
C -6.22 1.64 -1.79
F -5.52 0.91 -0.90
F -7.16 2.28 -1.08
C -6.98 0.63 -2.71
F -7.69 1.25 -3.66
F -7.91 0.04 -1.93
C -6.07 -0.48 -3.37
F -4.76 -0.15 -3.33
F -6.44 -0.54 -4.66
C -6.20 -1.88 -2.73
F -6.02 -1.86 -1.39
F -7.39 -2.46 -2.97
C -5.13 -2.92 -3.26
F -5.53 -4.13 -2.88
F -4.95 -2.84 -4.57
F -3.94 -2.73 -2.67
H 2.24 3.49 2.48
H 2.74 3.55 -1.35
H 1.46 4.62 -0.73
H -0.26 1.71 -0.57
H -0.06 4.12 -3.32
H -1.02 2.56 -3.43
H -1.34 5.10 -1.67
H -1.74 3.56 -0.93
O 4.24 -1.74 4.52
P 4.76 -2.51 3.33
O 5.83 -1.44 2.69
C 7.05 -1.19 3.38
C 7.98 -2.39 3.34
O 3.50 -2.30 2.30
C 2.24 -1.81 2.77
C 2.18 -0.29 2.73
O 5.30 -3.73 2.31
C 5.43 -5.04 2.89
C 4.17 -5.52 3.57
H 6.84 -0.90 4.41
H 7.52 -0.35 2.89
H 7.61 -3.19 3.99
H 8.98 -2.12 3.69
H 8.06 -2.79 2.33
H 2.03 -2.19 3.77
H 1.47 -2.21 2.11
H 3.09 0.17 3.12
H 1.33 0.08 3.32
H 2.08 0.06 1.71
H 6.27 -5.04 3.60
H 5.70 -5.72 2.08
H 3.90 -4.87 4.42
H 4.30 -6.53 3.96
H 3.33 -5.51 2.88



(2)
125
Properties=species:S:1:pos:R:3 method="wB97M-V/def2-TZVPD" relative_energy_kj_mol=291.5 total_charge=+1 e_tot_ev=-134980.7693 gap_ev=6.56 spin_multiplicity=1
Ti 0.59 -0.32 0.41
O 6.29 1.19 1.09
C 5.92 0.41 2.10
O 6.65 0.15 3.02
C 4.54 -0.14 2.07
C 4.05 -1.00 3.04
N 2.79 -1.30 2.72
N 2.41 -0.70 1.58
C 3.47 0.00 1.18
C 3.27 0.79 -0.07
O 4.16 1.43 -0.59
O 2.04 0.70 -0.48
H 5.58 1.30 0.42
H 4.54 -1.40 3.91
H 2.17 -1.95 3.18
C -3.46 7.25 -0.47
S -4.53 5.99 -1.18
C -4.28 4.68 0.03
C -2.95 3.95 -0.12
C -2.80 2.86 0.92
N -1.61 2.01 0.70
P -1.55 0.83 -0.50
C -3.19 0.09 -0.55
C -4.17 0.60 -1.40
C -5.45 0.07 -1.39
C -5.75 -0.97 -0.52
C -4.78 -1.49 0.32
C -3.50 -0.97 0.31
C -1.20 1.49 -2.14
C -1.24 0.34 -3.10
C 0.41 0.56 -4.48
C 0.94 1.95 -4.26
C 0.53 2.83 -3.34
C -0.41 2.57 -2.25
P -0.29 1.87 1.75
C 0.54 3.47 1.75
C -0.15 4.65 2.07
C 0.48 5.87 2.00
C 1.83 5.94 1.65
C 2.53 4.79 1.36
C 1.89 3.56 1.41
C -1.07 1.73 3.38
C -0.57 2.41 4.49
C -1.19 2.26 5.72
C -2.31 1.45 5.85
C -2.80 0.77 4.74
C -2.18 0.90 3.51
H -3.56 8.15 -1.09
H -2.41 6.96 -0.48
H -3.77 7.50 0.54
H -5.11 3.98 -0.11
H -4.39 5.10 1.03
H -2.12 4.66 -0.03
H -2.88 3.53 -1.12
H -3.69 2.22 0.94
H -2.71 3.28 1.93
H -3.92 1.41 -2.08
H -6.21 0.47 -2.05
H -6.75 -1.39 -0.51
H -5.02 -2.31 0.98
H -2.73 -1.38 0.96
H -2.01 -0.38 -2.84
H 0.94 0.05 -5.29
H 1.70 2.28 -4.96
H 1.00 3.81 -3.34
H -0.36 3.26 -1.41
H -1.19 4.61 2.37
H -0.06 6.77 2.24
H 2.32 6.91 1.60
H 3.58 4.84 1.09
H 2.45 2.66 1.19
H 0.30 3.05 4.40
H -0.81 2.79 6.58
H -2.80 1.36 6.80
H -3.67 0.13 4.84
H -2.56 0.35 2.66
C 5.47 -5.84 -3.80
C 4.40 -5.05 -3.12
C 4.34 -3.67 -3.24
C 3.32 -2.92 -2.66
C 3.33 -1.43 -2.88
C 2.35 -3.59 -1.92
Te 0.55 -2.63 -1.32
N -0.22 -1.50 1.43
C 0.09 -2.66 2.10
O 0.85 -3.49 1.60
C -0.41 -2.88 3.49
C -0.78 -4.17 3.86
C -1.22 -4.42 5.14
C -1.27 -3.39 6.08
C -0.88 -2.11 5.72
C -0.47 -1.85 4.42
C 0.12 -1.76 -3.21
C 0.20 -0.26 -3.18
C -1.14 0.60 -4.63
C -1.57 -0.58 -5.46
C -1.23 -1.86 -5.28
C -0.51 -2.48 -4.14
C -0.61 -3.98 -4.13
C 2.40 -4.98 -1.73
C 1.46 -5.77 -0.86
C 3.43 -5.68 -2.35
H 6.26 -5.20 -4.19
H 5.06 -6.42 -4.63
H 5.93 -6.56 -3.11
H 5.11 -3.15 -3.81
H 4.35 -1.05 -2.91
H 2.78 -0.91 -2.09
H 2.85 -1.17 -3.82
H -0.70 -4.97 3.13
H -1.52 -5.42 5.42
H -1.60 -3.59 7.09
H -0.91 -1.31 6.45
H -0.19 -0.84 4.13
H 0.87 0.08 -2.38
H -1.56 1.53 -4.99
H -2.15 -0.34 -6.34
H -1.59 -2.56 -6.02
H -1.57 -4.31 -4.52
H -0.48 -4.42 -3.14
H 0.17 -4.40 -4.77
H 0.78 -5.16 -0.27
H 2.04 -6.37 -0.16
H 0.86 -6.46 -1.46
H 3.48 -6.75 -2.21



(3)
21
Properties=species:S:1:pos:R:3 method="wB97M-V/def2-TZVPD" relative_energy_kj_mol=0.0 total_charge=-1 e_tot_ev=-10516.4529 s_squared=0.750 gap_ev="1.86 / 9.62" spin_multiplicity=2
C -1.90 -0.02 0.49
C -0.39 -0.04 0.23
C 0.43 -0.51 1.42
C 1.91 -0.43 1.11
O 0.04 -1.81 1.82
H -2.12 0.30 1.52
H -2.34 -0.99 0.31
H -2.35 0.76 -0.11
H -0.21 -0.62 -0.68
H -0.01 0.96 0.02
H 0.22 0.23 2.21
H 2.55 -0.77 1.94
H 2.12 -1.04 0.23
H 2.16 0.62 0.85
H 0.13 -1.91 2.78
H -0.51 -2.76 0.06
H -1.10 -4.10 -0.34
O -0.39 -3.49 -0.57
H 0.28 4.71 -3.89
H 1.20 5.51 -4.82
O 0.28 5.39 -4.57



(4)
25
Properties=species:S:1:pos:R:3 method="wB97M-V/def2-TZVPD" relative_energy_kj_mol=422.5 total_charge=+2 e_tot_ev=-16325.2661 gap_ev=6.99 spin_multiplicity=1
Ba -1.10 -0.96 -2.75
C 0.31 2.14 0.44
O 0.02 2.31 -0.92
H -0.50 2.00 1.16
H 1.09 1.39 0.57
H 0.75 3.07 0.81
H -0.26 3.21 -1.12
C 2.19 1.88 -5.30
O 1.69 0.55 -5.25
H 3.11 2.09 -5.85
H 1.54 2.70 -5.60
H 2.19 2.14 -4.24
H 2.40 -0.06 -5.47
C -3.11 -0.50 2.68
O -2.07 -1.28 3.36
C -1.14 -1.98 2.71
O -1.00 -2.09 1.54
O -0.28 -2.44 3.58
C 0.86 -3.18 3.11
H -4.07 -0.89 3.00
H -3.24 -0.52 1.60
H -3.00 0.53 3.00
H 1.67 -3.14 3.84
H 1.40 -2.78 2.25
H 0.54 -4.19 2.84